{
  "formula": "C29H49LaN8O3",
  "method": "ωB97M-V/def2-TZVPD",
  "gap_ha": 0.2230,
  "charge": 2,
  "e_above_lowest_ev": 0.000,
  "lumo_ev": -4.94,
  "e_homo_ha": -0.4045,
  "elements": ["La", "C", "N", "C", "C", "O", "C", "O", "C", "C", "O", "N", "C", "C", "H", "H", "H", "H", "H", "H", "H", "H", "H", "H", "H", "H", "H", "H", "H", "H", "C", "C", "C", "C", "C", "H", "H", "H", "H", "H", "C", "N", "C", "C", "N", "C", "C", "C", "C", "C", "C", "N", "C", "N", "C", "C", "N", "C", "C", "N", "C", "C", "H", "H", "H", "H", "H", "H", "H", "H", "H", "H", "H", "H", "H", "H", "H", "H", "H", "H", "H", "H", "H", "H", "H", "H", "H", "H", "H", "H"],
  "positions_angstrom": [[0.098, 0.429, 0.877], [1.212, -5.023, 2.514], [1.599, -3.811, 1.760], [2.764, -3.958, 0.879], [0.860, -2.694, 1.787], [1.207, -1.624, 1.140], [-0.465, -2.666, 2.526], [-0.821, -1.271, 2.669], [-1.330, -0.816, 3.943], [-1.105, 0.676, 3.974], [-0.578, 1.313, 2.942], [-1.454, 1.360, 5.052], [-2.022, 0.702, 6.258], [-1.284, 2.804, 5.170], [1.971, -5.770, 2.354], [1.179, -4.796, 3.603], [0.231, -5.427, 2.275], [2.565, -4.718, 0.104], [2.961, -2.973, 0.424], [3.628, -4.307, 1.447], [-1.251, -3.230, 1.960], [-0.446, -3.167, 3.504], [-2.387, -1.098, 4.039], [-0.826, -1.348, 4.779], [-2.178, -0.365, 6.060], [-1.386, 0.814, 7.129], [-2.972, 1.159, 6.560], [-1.075, 3.189, 4.176], [-2.211, 3.231, 5.582], [-0.460, 2.999, 5.872], [-0.723, 3.700, 0.702], [0.482, 3.635, 1.394], [1.527, 3.603, 0.406], [0.928, 3.675, -0.862], [-0.459, 3.720, -0.674], [-1.686, 3.626, 1.187], [0.607, 3.536, 2.461], [2.581, 3.391, 0.594], [1.433, 3.642, -1.819], [-1.210, 3.727, -1.463], [2.093, 0.559, -4.314], [3.043, 0.212, -3.248], [4.382, -0.215, -3.706], [2.704, 0.343, -1.904], [1.465, 0.094, -1.496], [0.651, -0.889, -2.086], [1.204, -2.091, -2.637], [0.408, -3.032, -3.264], [-0.988, -3.006, -3.076], [-1.520, -1.957, -2.347], [-0.749, -0.871, -1.896], [-1.343, 0.128, -1.093], [-2.618, 0.512, -1.373], [-3.502, 0.717, -0.342], [-3.602, -0.223, 0.775], [-4.353, 1.892, -0.252], [-2.987, 0.823, -2.674], [-4.357, 0.661, -3.125], [-2.021, 1.100, -3.744], [3.682, 0.771, -1.036], [4.671, 1.738, -1.496], [3.736, 0.390, 0.365], [2.141, -0.200, -5.081], [2.389, 1.523, -4.772], [1.068, 0.638, -3.920], [4.241, -0.866, -4.564], [4.883, -0.813, -2.921], [4.974, 0.642, -4.017], [2.277, -2.180, -2.704], [0.830, -3.850, -3.808], [-1.580, -3.788, -3.432], [-2.599, -1.957, -2.167], [-2.717, -0.885, 0.853], [-4.477, -0.887, 0.635], [-3.708, 0.305, 1.725], [-4.295, 2.520, -1.161], [-4.029, 2.495, 0.615], [-5.410, 1.582, -0.151], [-4.941, 0.175, -2.336], [-4.366, 0.062, -4.029], [-4.846, 1.612, -3.335], [-0.993, 1.072, -3.378], [-2.218, 2.087, -4.169], [-2.167, 0.371, -4.544], [4.328, 2.262, -2.404], [5.626, 1.283, -1.691], [4.792, 2.513, -0.730], [2.994, -0.372, 0.621], [3.635, 1.271, 1.004], [4.666, -0.143, 0.541]],
  "mulliken_charge": [1.535, -1.022, 0.178, -0.833, 0.418, -0.243, -0.912, -0.308, -1.181, 0.627, -0.268, 0.133, -1.004, -0.892, 0.390, 0.350, 0.355, 0.388, 0.090, 0.401, 0.312, 0.597, 0.477, 0.667, 0.392, 0.353, 0.367, 0.185, 0.324, 0.336, -0.475, -0.965, -0.696, -0.467, -0.565, 0.471, 0.529, 0.603, 0.506, 0.514, -0.629, 0.611, -1.145, -0.785, 0.619, 0.241, -1.046, -1.073, -1.122, -0.408, 0.585, 0.600, -0.990, 0.650, -1.064, -1.102, 0.547, -1.197, -0.898, 0.497, -1.230, -0.874, 0.322, 0.405, 0.066, 0.400, 0.308, 0.375, 0.552, 0.512, 0.573, 0.472, 0.192, 0.303, 0.301, 0.339, 0.302, 0.378, 0.388, 0.361, 0.363, -0.069, 0.490, 0.354, 0.351, 0.381, 0.437, -0.003, 0.267, 0.426]
}